{"formula": "C49H43F5GeO6PS2W", "method": "wB97M-V/def2-TZVPD", "symbols": ["W", "C", "O", "C", "C", "O", "C", "C", "O", "C", "H", "H", "H", "H", "H", "H", "H", "H", "H", "H", "H", "H", "H", "H", "O", "S", "O", "O", "C", "C", "C", "C", "C", "C", "P", "C", "C", "C", "C", "C", "C", "C", "C", "C", "C", "C", "C", "H", "H", "H", "H", "H", "H", "H", "H", "H", "H", "H", "H", "H", "H", "F", "C", "C", "F", "C", "F", "C", "S", "C", "F", "C", "F", "C", "Ge", "C", "C", "C", "C", "C", "C", "C", "C", "C", "C", "C", "C", "C", "C", "C", "C", "C", "C", "H", "H", "H", "H", "H", "H", "H", "H", "H", "H", "H", "H", "H", "H", "H"], "coordinates": [[0.472645, 0.209567, 0.555545], [-1.250331, 2.132251, -2.985772], [0.040030, 1.904914, -2.443640], [0.766994, 0.903014, -3.107756], [0.230639, -0.500555, -2.987065], [0.081609, -0.977345, -1.637008], [-0.395442, -2.328419, -1.698976], [-0.130233, -2.975999, -0.375503], [-0.722694, -2.198475, 0.653010], [-2.080390, -2.578569, 0.914978], [-1.191830, 2.323187, -4.062343], [-1.921111, 1.290846, -2.796810], [-1.653640, 3.010924, -2.487325], [0.820375, 1.113919, -4.185482], [1.782644, 0.937529, -2.722984], [-0.737684, -0.605713, -3.484650], [0.941674, -1.152220, -3.505704], [-1.460336, -2.319803, -1.949979], [0.145183, -2.864642, -2.483749], [-0.522491, -3.995608, -0.363616], [0.941726, -3.012328, -0.184905], [-2.126445, -3.661173, 1.049121], [-2.385074, -2.081353, 1.827918], [-2.745406, -2.274932, 0.104934], [-3.618714, 0.269322, 0.656331], [-2.332788, 0.804776, 0.952557], [-1.540584, 0.153214, 2.010022], [-1.400143, 0.853259, -0.250687], [-2.481167, 2.481830, 1.434873], [-3.728120, 3.082253, 1.415567], [-3.841402, 4.411643, 1.794931], [-2.711247, 5.117352, 2.174443], [-1.465086, 4.505467, 2.177178], [-1.330035, 3.167677, 1.817316], [0.348972, 2.420853, 1.848761], [1.331155, 3.810467, 1.229893], [1.227254, 4.124419, -0.124549], [1.814657, 5.281409, -0.608653], [2.509801, 6.122552, 0.251114], [2.621752, 5.804856, 1.596421], [2.032120, 4.650069, 2.091263], [0.782506, 2.272505, 3.594517], [2.085528, 1.874057, 3.895057], [2.484137, 1.768288, 5.215190], [1.584227, 2.047924, 6.237626], [0.290548, 2.443407, 5.937714], [-0.113729, 2.563170, 4.614732], [-4.589347, 2.504085, 1.109948], [-4.810101, 4.892502, 1.790229], [-2.792516, 6.155666, 2.467663], [-0.592465, 5.078156, 2.463055], [0.692815, 3.459103, -0.796100], [1.739837, 5.524237, -1.659932], [2.967793, 7.025497, -0.131493], [3.168293, 6.456705, 2.265813], [2.118405, 4.408467, 3.142358], [2.789031, 1.650077, 3.101331], [3.497432, 1.464850, 5.442791], [1.893870, 1.955800, 7.270528], [-0.411655, 2.657087, 6.732599], [-1.128776, 2.861020, 4.390024], [-0.854737, -4.880790, 5.374560], [-0.252683, -4.015605, 4.573461], [-0.410973, -2.655292, 4.771398], [-1.162364, -2.214582, 5.774925], [0.223016, -1.757309, 3.929215], [0.068743, -0.464848, 4.186632], [1.014740, -2.182137, 2.872425], [1.905420, -1.101433, 1.771213], [1.172302, -3.553626, 2.713381], [1.933473, -4.025109, 1.719513], [0.548470, -4.469178, 3.538954], [0.707557, -5.774331, 3.343447], [1.934838, 0.813634, -0.178709], [3.804661, 1.305941, -0.511956], [4.642630, 1.805764, 1.170406], [5.038746, 0.829907, 2.087053], [5.622925, 1.191604, 3.293045], [5.814412, 2.533263, 3.597233], [5.428942, 3.511619, 2.691430], [4.851543, 3.147747, 1.482267], [4.554901, -0.403301, -1.079728], [3.762889, -1.357056, -1.717403], [4.302539, -2.561867, -2.144609], [5.647768, -2.830082, -1.934549], [6.447304, -1.892971, -1.296718], [5.903669, -0.688118, -0.871657], [4.122459, 2.710887, -1.820629], [3.178793, 3.251363, -2.689739], [3.551340, 4.189898, -3.642913], [4.870582, 4.607670, -3.735584], [5.820251, 4.085047, -2.869256], [5.447196, 3.141465, -1.923457], [4.893865, -0.220110, 1.860256], [5.936416, 0.426103, 3.992143], [6.274114, 2.815348, 4.536091], [5.586427, 4.557936, 2.922584], [4.561628, 3.917034, 0.774820], [2.703451, -1.167258, -1.856356], [3.676429, -3.294988, -2.638848], [6.071642, -3.769659, -2.264171], [7.496207, -2.100832, -1.128663], [6.541704, 0.032264, -0.371471], [2.136754, 2.971471, -2.614789], [2.806031, 4.599917, -4.313943], [5.158562, 5.338907, -4.479705], [6.851296, 4.408047, -2.932217], [6.202955, 2.740209, -1.255555]], "forces_ev_per_angstrom": [[-0.3, -0.4, -0.6], [0.0, 0.0, 0.0], [0.0, 0.0, 0.0], [0.0, 0.0, 0.0], [-0.1, 0.1, 0.0], [0.2, -0.1, 0.0], [0.0, 0.0, 0.0], [0.0, 0.0, 0.0], [0.0, 0.0, -0.1], [0.0, 0.0, 0.0], [0.0, 0.0, 0.0], [0.0, 0.0, 0.0], [0.0, 0.0, 0.0], [0.0, 0.0, 0.0], [0.0, 0.0, 0.0], [0.0, 0.0, 0.0], [0.0, 0.0, 0.0], [0.0, 0.0, 0.0], [0.0, 0.0, 0.0], [0.0, 0.0, 0.0], [0.0, 0.0, 0.0], [0.0, 0.0, 0.0], [0.0, 0.0, 0.0], [0.0, 0.0, 0.0], [0.0, 0.0, -0.1], [0.0, -0.1, 0.1], [-0.1, 0.0, -0.1], [0.1, 0.1, 0.3], [0.0, 0.0, 0.0], [0.0, 0.0, 0.0], [0.0, 0.0, 0.0], [0.0, 0.0, 0.0], [0.0, 0.0, 0.0], [0.0, 0.1, 0.0], [0.0, -0.1, 0.0], [0.0, 0.0, 0.0], [0.0, 0.0, 0.0], [0.0, 0.0, 0.0], [0.0, 0.0, 0.0], [0.0, 0.0, 0.0], [0.0, 0.0, 0.0], [0.1, 0.0, 0.0], [0.0, 0.0, 0.0], [0.0, 0.0, 0.0], [0.0, 0.0, 0.0], [0.0, 0.0, 0.0], [0.0, -0.1, 0.0], [0.0, 0.0, 0.0], [0.0, 0.0, 0.0], [0.0, 0.0, 0.0], [0.0, 0.0, 0.0], [0.0, 0.0, 0.0], [0.0, 0.0, 0.0], [0.0, 0.0, 0.0], [0.0, 0.0, 0.0], [0.0, 0.0, 0.0], [0.0, 0.0, 0.0], [0.0, 0.0, 0.0], [0.0, 0.0, 0.0], [0.0, 0.0, 0.0], [0.0, 0.0, 0.0], [0.0, 0.0, 0.0], [0.0, 0.0, 0.0], [0.0, -0.1, 0.0], [0.0, 0.0, 0.0], [0.0, -0.1, 0.0], [0.0, 0.1, 0.0], [0.0, 0.0, 0.0], [0.1, 0.2, 0.5], [0.0, 0.0, 0.0], [0.0, 0.0, 0.0], [0.0, 0.0, 0.0], [0.0, 0.0, 0.0], [0.0, 0.5, 0.1], [0.1, -0.2, -0.1], [0.0, 0.0, 0.0], [0.0, 0.0, 0.0], [0.0, 0.0, 0.0], [0.0, 0.0, 0.0], [0.0, 0.0, 0.0], [0.0, 0.0, 0.0], [0.0, 0.0, 0.0], [0.0, 0.0, 0.1], [0.0, 0.0, 0.0], [0.0, 0.0, 0.0], [0.0, 0.0, 0.0], [0.0, 0.0, -0.1], [0.1, 0.0, 0.0], [0.0, 0.0, 0.0], [0.0, 0.0, 0.0], [0.0, 0.0, 0.0], [0.0, 0.0, 0.0], [0.0, 0.0, 0.0], [0.0, 0.0, 0.0], [0.0, 0.0, 0.0], [0.0, 0.0, 0.0], [0.0, 0.0, 0.0], [0.0, 0.0, 0.0], [0.0, 0.0, 0.0], [0.0, 0.0, 0.0], [0.0, 0.0, 0.0], [0.0, 0.0, 0.0], [0.0, 0.0, 0.0], [0.0, 0.0, 0.0], [0.0, 0.0, 0.0], [0.0, 0.0, 0.0], [0.0, 0.0, 0.0], [0.0, 0.0, 0.0]], "lowdin_charge": [1.221, -0.079, -0.241, -0.219, -0.161, -0.244, -0.153, -0.191, -0.306, -0.048, 0.100, 0.085, 0.097, 0.147, 0.082, 0.136, 0.134, 0.143, 0.140, 0.145, 0.107, 0.105, 0.085, 0.095, -0.235, 0.527, -0.394, -0.443, -0.268, -0.027, -0.038, -0.038, -0.059, -0.296, 1.083, -0.353, -0.087, -0.058, -0.053, -0.072, -0.094, -0.367, -0.110, -0.052, -0.056, -0.057, -0.068, 0.121, 0.118, 0.117, 0.115, 0.092, 0.109, 0.113, 0.114, 0.111, 0.080, 0.105, 0.112, 0.112, 0.110, 0.153, -0.129, -0.132, 0.142, -0.226, 0.103, -0.418, 0.800, -0.242, 0.088, -0.137, 0.140, -0.464, 0.935, -0.287, -0.131, -0.086, -0.080, -0.071, -0.113, -0.272, -0.109, -0.078, -0.077, -0.072, -0.103, -0.265, -0.124, -0.081, -0.075, -0.071, -0.107, 0.089, 0.110, 0.109, 0.108, 0.094, 0.068, 0.103, 0.107, 0.108, 0.102, 0.071, 0.108, 0.107, 0.108, 0.103], "multiplicity": 1, "lumo_ev": -3.618, "homo_ha": -0.41501, "total_charge": 1}



{"formula": "C49H43N4O2PSSeTeTi", "method": "wB97M-V/def2-TZVPD", "symbols": ["Ti", "O", "N", "C", "C", "C", "C", "C", "C", "C", "P", "C", "C", "C", "C", "C", "C", "C", "C", "C", "C", "C", "C", "H", "H", "H", "H", "H", "H", "H", "H", "H", "H", "H", "H", "H", "H", "H", "H", "S", "C", "C", "C", "C", "C", "C", "C", "Te", "N", "C", "O", "C", "C", "C", "C", "C", "C", "C", "C", "C", "C", "C", "C", "C", "C", "C", "C", "H", "H", "H", "H", "H", "H", "H", "H", "H", "H", "H", "H", "H", "H", "H", "H", "H", "H", "H", "H", "H", "H", "H", "Se", "N", "C", "C", "C", "C", "C", "C", "N", "H", "H", "H", "H"], "coordinates": [[1.093441, 0.569908, 1.669273], [3.503422, 0.684959, -0.412429], [2.897010, 1.546034, 0.446545], [3.598778, 2.580666, 0.684274], [3.055903, 3.750819, 1.433572], [3.971794, 4.590537, 2.058965], [3.579756, 5.825752, 2.499356], [2.239950, 6.315805, 2.419198], [1.324048, 5.373961, 1.949843], [1.686739, 4.103853, 1.419715], [0.412722, 2.949145, 0.869694], [0.328953, 3.136806, -0.933159], [1.048388, 4.069536, -1.710862], [0.920639, 4.152697, -3.061423], [0.032408, 3.205719, -3.724476], [-0.609859, 2.230880, -2.954668], [-0.534653, 2.235170, -1.534056], [-1.079360, 3.755217, 1.428018], [-2.088900, 4.322688, 0.650563], [-3.262779, 4.855459, 1.219468], [-3.400193, 4.922697, 2.600890], [-2.326228, 4.569167, 3.373589], [-1.231305, 3.929655, 2.833038], [2.987247, -0.183153, -0.238452], [4.549590, 2.586402, 0.166393], [4.976832, 4.330199, 2.273482], [4.333921, 6.439746, 3.026093], [1.964615, 7.257759, 2.729884], [0.251583, 5.615659, 1.858449], [1.505752, 4.810383, -1.097766], [1.273024, 4.945283, -3.713090], [-0.168613, 3.351079, -4.752150], [-1.172756, 1.478904, -3.540203], [-1.169314, 1.591654, -0.962693], [-2.031274, 4.318807, -0.405252], [-3.991364, 5.282066, 0.483199], [-4.321586, 5.165949, 3.003011], [-2.387704, 4.644395, 4.438682], [-0.531385, 3.469804, 3.485699], [-1.785080, -1.156679, 0.591117], [-0.644206, -0.225609, 0.911493], [-6.911015, -5.604653, -4.370413], [-5.583620, -5.168980, -3.770616], [-4.860352, -6.051403, -2.977341], [-3.619681, -5.760078, -2.426458], [-2.697911, -6.799881, -1.791725], [-3.200915, -4.442232, -2.588144], [-1.245633, -3.845760, -1.765748], [1.964036, -1.076660, 0.879837], [2.582309, -1.284948, 2.025956], [2.115938, -0.480490, 3.034775], [3.787385, -2.194903, 2.260289], [4.184734, -2.908681, 1.169853], [5.281670, -3.743296, 1.217072], [5.965939, -3.888131, 2.496893], [5.541445, -3.160250, 3.640114], [4.440058, -2.323727, 3.543134], [-0.509396, -3.321243, -3.567505], [-0.803586, -4.103844, -4.659073], [-0.363980, -3.716447, -5.926440], [0.397192, -2.581482, -6.073495], [0.875249, -1.893049, -4.957498], [0.346585, -2.260323, -3.686184], [0.898875, -1.582486, -2.442442], [-3.994008, -3.445888, -3.262270], [-3.497713, -1.976949, -3.494282], [-5.092925, -3.910936, -3.969262], [-7.096251, -5.089364, -5.355778], [-7.709115, -5.273885, -3.758700], [-7.031467, -6.642346, -4.548385], [-5.290117, -7.078611, -2.845225], [-2.823889, -6.778223, -0.693537], [-1.615043, -6.825959, -2.031157], [-3.070178, -7.743671, -2.042469], [3.623977, -2.850420, 0.250115], [5.601407, -4.388563, 0.379295], [6.894536, -4.459915, 2.559589], [6.088067, -3.235057, 4.514009], [4.163209, -1.514223, 4.256568], [-1.347435, -5.047995, -4.490651], [-0.702300, -4.243784, -6.872713], [0.900540, -2.351888, -7.055569], [1.664516, -1.261824, -5.148233], [1.453882, -2.353122, -1.831406], [0.061829, -1.198767, -1.856957], [1.635761, -0.859621, -2.643932], [-3.870370, -1.335429, -2.723187], [-3.901320, -1.775457, -4.492158], [-2.392974, -1.921442, -3.454071], [-5.604231, -3.053855, -4.535376], [-1.857300, 0.769853, 3.743360], [-0.072856, 1.055201, 3.521157], [0.357126, 1.665703, 4.662579], [1.753200, 2.019996, 4.978069], [1.979869, 2.610130, 6.227062], [0.962340, 2.845343, 7.100513], [-0.330235, 2.426367, 6.890705], [-0.702081, 1.827347, 5.651204], [-1.935507, 1.488683, 5.359580], [2.523766, 1.748276, 4.289373], [2.929273, 2.943290, 6.457906], [1.095569, 3.415216, 7.981354], [-1.136783, 2.594907, 7.535203]], "forces_ev_per_angstrom": [[1.7, -1.2, 0.6], [-0.5, -1.0, 0.0], [-0.3, -0.4, 0.4], [-0.9, 0.1, 0.0], [0.0, -0.6, -0.4], [-0.9, 0.5, -0.1], [-0.6, 2.0, 1.3], [1.7, -4.1, -1.0], [-0.7, 0.0, -0.9], [1.1, 1.1, 0.9], [0.0, 0.5, -0.8], [-0.3, -0.7, -0.5], [-0.6, -0.1, 1.5], [-2.3, -1.4, -2.0], [1.3, 0.8, 3.0], [-0.2, 0.1, -0.6], [0.6, 0.4, -2.0], [-1.3, 0.8, 1.7], [-0.4, -0.1, 0.7], [0.4, 0.3, -1.1], [0.9, -0.2, -2.0], [0.3, -0.9, 0.5], [-0.3, -0.2, -1.4], [0.5, 0.6, -0.1], [0.3, 0.5, 0.2], [0.8, -0.5, -0.4], [-0.5, -0.3, -0.5], [-0.5, 1.9, 0.6], [0.8, 0.2, 0.3], [1.0, 0.6, -0.1], [0.5, 0.0, 0.5], [0.0, -0.3, -0.9], [0.0, 0.5, 0.8], [-0.1, -0.5, 0.2], [0.2, -0.1, -1.0], [0.4, -0.6, 1.1], [-1.5, 0.9, 0.9], [-0.1, 0.0, 0.5], [0.7, 0.2, 0.5], [-0.5, -0.3, -0.3], [0.2, -0.1, 0.1], [0.7, 1.7, -1.5], [-0.9, -1.3, -0.1], [-0.7, -1.8, 0.0], [1.2, 0.7, -0.4], [-0.4, 0.6, 0.9], [0.3, 1.7, 0.3], [-1.7, -0.8, 1.4], [0.4, 0.4, 0.8], [-0.6, 1.4, 0.1], [0.5, -0.7, -0.6], [-1.0, 1.0, 1.8], [0.4, -1.0, -1.1], [1.5, -1.2, 2.5], [-0.9, 0.9, -1.3], [-0.9, -0.3, -2.7], [-0.8, 1.8, -1.8], [0.4, -0.1, -0.9], [-0.4, -0.8, -1.0], [-1.5, -0.9, -1.2], [2.0, 0.4, -0.7], [-2.7, -2.6, 0.6], [2.4, 2.0, -0.7], [-0.5, -2.2, 0.4], [2.4, -0.7, 0.1], [0.0, -2.3, -0.2], [-0.4, 3.3, 0.0], [0.4, -0.5, 0.9], [-0.9, 0.3, 0.8], [0.2, -1.1, 0.0], [0.5, 0.9, -0.1], [0.4, 0.2, -0.3], [-0.8, 0.7, -0.1], [-0.6, -1.6, -0.6], [-0.1, 0.2, -0.1], [-0.2, 0.7, 0.5], [-0.5, -0.1, 0.0], [1.0, -0.1, 1.7], [0.2, -1.3, -0.1], [0.1, 0.6, -0.4], [0.6, 0.4, 1.5], [-1.0, -0.2, 1.0], [1.5, 1.8, 0.3], [-0.8, 0.7, -0.3], [0.3, 0.2, 0.2], [0.6, 1.3, -0.5], [-0.5, 0.6, 0.3], [0.4, 0.7, 0.3], [-0.8, 0.0, -0.4], [0.3, -1.9, 0.5], [0.4, 0.2, -0.1], [-0.5, 0.7, 1.3], [0.6, -1.2, -0.6], [-2.0, 0.2, 1.4], [-0.2, -1.4, -4.0], [-3.5, -0.1, 1.2], [1.1, 0.2, -1.1], [1.7, 0.8, 0.5], [0.2, -0.7, -1.0], [0.4, 0.0, -0.3], [2.0, 0.4, 0.5], [0.6, 0.3, 0.9], [-0.8, 0.4, 1.2]], "lowdin_charge": [0.733, -0.044, -0.105, -0.043, -0.192, -0.044, -0.051, -0.010, -0.055, -0.288, 1.051, -0.353, -0.078, -0.043, -0.038, -0.055, -0.104, -0.361, -0.059, -0.043, -0.059, -0.073, -0.148, 0.065, 0.151, 0.114, 0.121, 0.084, 0.108, 0.096, 0.109, 0.091, 0.115, 0.070, 0.093, 0.129, 0.092, 0.110, 0.065, 0.776, -0.733, -0.040, -0.266, -0.017, -0.312, -0.096, -0.362, 1.415, -0.051, -0.463, -0.216, -0.146, -0.074, -0.045, -0.038, -0.076, -0.005, -0.613, -0.128, -0.087, -0.098, -0.024, -0.321, -0.099, -0.260, -0.046, -0.042, 0.099, 0.066, 0.061, 0.137, 0.089, 0.060, 0.045, 0.106, 0.111, 0.100, 0.077, 0.121, 0.111, 0.129, 0.123, 0.082, 0.086, 0.022, 0.056, 0.062, 0.078, 0.030, 0.147, 1.198, -0.319, -0.316, 0.039, -0.050, -0.067, 0.017, -0.407, -0.178, 0.091, 0.094, 0.108, 0.105], "s_squared": 0.76, "multiplicity": 2, "lumo_ev": [-4.045, -4.044], "homo_ha": [-0.34502, -0.34553], "total_charge": 1}



It is found that the relative energy (zero: lowest compared OMol25 entry of this formula, charge and spin) values, taken in the order of the records, are 0.000; 1.691 eV.